C9H21NOSi | the ωB97M-V functional and the def2-TZVPD basis

Cartesian coordinates (Å):
H  -1.2931  2.1670  1.2933
H  -3.7781  -0.5125  -1.5577
H  1.3177  -0.8538  0.4297
H  2.1059  -0.0032  1.5479
C  -0.2405  1.9985  1.2388
C  2.0661  -0.1424  0.4153
H  2.0743  1.9766  -0.1458
H  -0.3680  -1.0003  -1.5790
Si  -0.7963  -0.3609  -0.3664
H  1.4443  0.8325  -1.3893
H  0.2932  3.0708  -1.4232
C  -0.4876  2.4401  -1.1202
C  0.0845  1.3835  -0.0411
H  -2.5225  -2.8662  1.9309
C  1.5474  1.0875  -0.3302
C  3.3820  -0.7724  0.0415
H  3.7223  0.2000  -1.7275
C  4.0767  -0.5547  -1.0373
H  -4.1589  0.4912  -0.2120
H  -1.3027  -3.6411  1.0857
C  -1.7946  -2.7611  1.0322
H  -3.5320  -1.1344  -0.0066
H  -0.3849  -1.4836  1.6996
N  -0.9662  -1.5560  0.8894
H  -2.5294  -2.8147  0.2235
H  -0.9302  1.8935  -2.0155
H  0.4121  2.9168  1.3923
H  3.7736  -1.4464  0.8116
H  5.0167  -0.9129  -1.2887
C  -3.5366  -0.2539  -0.6163
O  -2.2243  0.2190  -0.6779
H  -1.3634  3.0558  -0.7595
H  -0.0386  1.4581  2.1162

## Properties
* SMILES: C=CCCC(C)(C)[Si@@H](NC)OC
* orbital gap: 9.72 eV
* calculated total energy: -774.95440 a.u.
* largest force on an atom: 4.25 eV Å⁻¹
* total charge: 0
* ΔE to the lowest compared entry with this formula, charge and spin: 212.81 kJ/mol
* LUMO: 0.80 eV

Atomic partial charges in e from the natural (NBO) method, atoms 1 to 6: number 1, H, carries 0.217; number 2, H, carries 0.170; number 3, H, carries 0.204; number 4, H, carries 0.206; number 5, C, carries -0.619; number 6, C, carries -0.434

---

C4H8NO2 | the ωB97M-V functional and the def2-TZVPD basis

Cartesian coordinates (Å):
H  -0.9758  -0.1239  1.0997
N  -1.0469  0.0362  -2.3910
H  1.6345  -0.8097  0.2474
C  1.2508  -0.0613  2.2593
C  -1.0634  -0.4499  -0.9973
O  2.4715  -0.1965  2.5313
H  1.5571  0.9753  0.3374
H  -1.1920  1.0344  -2.5750
H  -0.6338  1.3379  0.1798
C  -0.4090  0.2690  0.2798
C  1.0875  0.0542  0.6890
H  -2.1331  -0.5001  -0.7390
H  -0.6450  -1.4434  -1.0602
O  0.2129  -0.1231  2.9311
H  -0.1154  0.0008  -2.7923

## Properties
* SMILES: NCCCC(=O)[O-]
* orbital gap: 7.77 eV
* calculated total energy: -362.48517 a.u.
* largest force on an atom: 2.12 eV Å⁻¹
* total charge: -1
* ΔE to the lowest compared entry with this formula, charge and spin: 102.54 kJ/mol
* LUMO: 3.94 eV

Atomic partial charges in e from the natural (NBO) method, atoms 1 to 6: number 1, H, carries 0.239; number 2, N, carries -0.851; number 3, H, carries 0.200; number 4, C, carries 0.775; number 5, C, carries -0.210; number 6, O, carries -0.795

---

C19H29ClN2O3PtSe | the ωB97M-V functional and the def2-TZVPD basis

Cartesian coordinates (Å):
H  -4.0669  0.9334  7.2148
H  -3.1475  -0.3548  5.2388
C  -3.8669  0.4608  5.1035
C  3.8215  -0.1715  1.2383
C  0.9714  0.6736  6.5971
C  -3.7771  1.4281  6.2846
N  -1.2475  0.3674  3.6189
H  -2.2286  -3.9984  1.6686
C  -3.6454  1.1272  3.7451
O  2.5387  -2.5215  0.5458
H  -1.7598  -4.8507  4.5750
H  -1.6431  -5.6014  2.1287
C  -0.2947  0.2785  4.6376
H  4.4175  -1.0420  0.9691
H  2.0283  -2.1807  5.0468
C  1.7056  -0.4977  6.3531
H  1.9390  0.2996  -1.6249
H  -2.7615  1.8125  6.4239
C  2.8505  0.3343  -1.0275
H  0.3478  -3.7678  4.6221
H  2.4835  -0.7921  7.0486
H  3.5516  -0.2504  2.2916
H  1.8017  1.6777  0.7511
Pt  -0.4315  0.1692  0.0994
C  -2.1918  1.4896  3.4407
Cl  -1.0718  2.3279  -0.0247
H  3.2349  1.3625  -1.0321
H  3.5943  -0.3149  -1.4930
H  1.1955  1.2689  7.4749
C  -0.0274  1.0894  5.7360
H  4.4159  0.7373  1.0911
H  -4.0059  0.4700  2.9598
O  1.5941  0.7677  1.0014
H  -0.0766  -2.8751  1.7222
H  -1.8544  2.2870  4.0991
H  -4.2284  2.0514  3.6886
N  -0.1233  -1.4657  3.2636
C  1.8956  -1.5147  0.3062
C  -1.5845  -4.1568  3.7504
Se  -2.1779  -1.0440  1.2743
H  -4.4461  2.2826  6.1372
H  1.4126  -2.7244  2.6279
C  -0.0759  -3.9342  3.6287
C  -2.2103  -4.7310  2.4762
C  1.4498  -1.2874  5.2480
O  0.6461  -1.5065  -0.0930
H  -3.2409  -5.0473  2.6580
C  2.5673  -0.1235  0.3971
H  -2.0776  -3.2152  4.0209
H  -0.5776  2.0029  5.9202
H  -4.8586  0.0022  5.0985
C  0.3288  -2.7651  2.7217
H  0.3846  -4.8360  3.2157
C  -1.1130  -0.6879  2.7984
C  0.4187  -0.8806  4.4072
H  -2.0961  1.8394  2.4181

## Properties
* orbital gap: 7.43 eV
* calculated total energy: -4057.63408 a.u.
* largest force on an atom: 1.07 eV Å⁻¹
* total charge: 0
* LUMO: -0.65 eV

Atomic partial charges in e from the natural (NBO) method, atoms 1 to 6: number 1, H, carries 0.215; number 2, H, carries 0.195; number 3, C, carries -0.401; number 4, C, carries -0.629; number 5, C, carries -0.206; number 6, C, carries -0.607

---

C32H69AsF6HgNO14S6 | the ωB97M-V functional and the def2-TZVPD basis

Cartesian coordinates (Å):
H  -23.8817  18.2267  -33.8347
H  -25.3306  11.2571  -31.3612
H  -21.9636  18.5689  -26.2482
C  -16.7943  18.6219  -32.9008
H  -22.8278  14.2093  -27.6191
F  -22.8249  15.8922  -29.3028
C  -24.1678  17.5306  -34.6231
H  -17.3692  18.9779  -34.8936
H  -22.1788  10.4304  -26.3741
H  -25.2433  16.6814  -30.3914
C  -22.8050  17.8827  -26.3436
H  -26.3533  17.7036  -26.6244
H  -13.8160  17.9787  -36.1144
H  -19.3548  15.2783  -36.3556
H  -19.1376  9.0669  -32.6950
H  -21.9509  18.4819  -36.3662
H  -23.3390  15.5738  -34.3522
H  -21.4905  10.4193  -32.3776
C  -18.3159  17.2024  -27.0870
H  -25.4757  14.1783  -31.7126
C  -22.3899  11.3770  -25.8766
C  -21.1298  13.6871  -26.3756
S  -16.1920  18.2720  -27.9823
H  -14.7081  16.8686  -34.0137
C  -20.3415  12.2603  -32.6662
C  -17.3688  15.9917  -27.1329
O  -15.9140  19.3621  -27.0500
H  -27.4126  10.3991  -30.1330
S  -27.6204  14.1329  -30.2560
H  -17.4680  15.3783  -26.2374
H  -26.8657  17.1646  -30.8972
S  -20.6443  11.9429  -25.7446
H  -25.2482  16.7412  -27.5148
C  -27.0792  11.4345  -30.0632
H  -22.5155  17.0634  -27.0017
H  -21.0966  19.6340  -32.5759
C  -25.2992  17.4303  -26.6718
H  -22.7807  12.0800  -27.8414
C  -17.5911  16.3973  -35.9681
N  -16.8044  16.9460  -34.7706
H  -15.5151  18.0983  -36.7012
H  -25.3090  13.5023  -30.1266
H  -26.7533  11.6430  -32.1866
H  -23.3576  17.9415  -24.2508
C  -19.2839  10.1385  -32.5589
H  -21.1035  12.9179  -33.0844
O  -22.8643  20.5698  -32.8422
H  -16.5933  17.6851  -32.3811
C  -22.9963  16.5434  -34.7132
H  -19.3272  16.8364  -26.9100
O  -25.3282  18.2525  -36.9158
O  -25.6194  18.7277  -30.8194
C  -22.6722  17.8398  -36.8717
H  -15.0002  18.9501  -35.2522
H  -15.2480  15.8333  -35.1957
O  -19.8492  11.1892  -26.7031
O  -28.4404  14.8918  -31.2010
O  -16.7049  11.0801  -32.8468
H  -17.4696  15.3380  -27.9993
H  -21.2132  20.1435  -34.2114
H  -17.6103  17.2186  -36.6844
H  -22.6843  16.4431  -24.6883
S  -24.1742  18.7709  -27.1633
C  -21.4641  20.4514  -33.1963
H  -15.2336  16.0620  -27.9734
H  -18.3881  17.8163  -33.9102
H  -28.9348  12.4639  -29.2341
H  -26.5878  11.5134  -29.0935
H  -28.8194  12.3962  -30.9913
H  -23.2310  15.7922  -36.8076
C  -18.9798  12.6601  -33.2072
H  -18.9698  13.2318  -34.1352
Hg  -23.4439  19.7124  -30.5974
O  -24.5389  19.9615  -26.3972
H  -17.4165  19.2281  -32.2424
S  -17.9882  11.0570  -33.4850
O  -18.1045  10.6558  -34.8629
C  -26.2236  11.8742  -31.2625
C  -23.3501  17.2188  -25.0667
S  -24.1947  18.6152  -36.1605
C  -15.3439  16.8778  -34.8990
H  -25.4065  17.1066  -32.0134
H  -23.0857  14.3148  -25.8607
C  -17.9289  18.2249  -28.1836
H  -21.5917  16.0800  -36.4011
H  -24.7227  15.6330  -25.5301
C  -15.9527  16.5440  -27.3111
O  -27.4025  14.6329  -28.9061
H  -19.7366  16.8145  -35.5876
H  -18.4675  19.1693  -28.1060
C  -19.0432  15.9736  -35.5763
C  -28.2369  12.4414  -30.0711
As  -21.6745  15.9090  -30.6149
F  -20.5148  15.8164  -32.0569
H  -24.1747  12.2757  -26.8077
H  -20.5223  14.0252  -27.2151
H  -18.1941  17.7926  -26.1787
F  -21.0150  14.2955  -30.1411
C  -24.7652  16.7206  -25.4727
C  -25.9703  13.5262  -30.9928
F  -22.2216  17.5955  -31.0054
C  -20.6350  10.8441  -32.9026
H  -20.8357  10.6503  -33.9563
H  -25.4190  16.8583  -24.6115
C  -17.3879  18.1278  -34.2116
O  -15.6096  18.3510  -29.3402
H  -19.1336  10.3942  -31.5100
H  -20.8237  14.3760  -25.5883
C  -22.5942  16.4816  -36.2532
H  -15.3367  16.6099  -26.4143
H  -15.8785  19.1922  -33.0565
F  -20.3363  16.7218  -29.6349
O  -20.2518  11.9682  -24.3524
C  -25.8025  17.3641  -31.0311
H  -20.3975  12.4732  -31.5986
H  -22.8383  11.4854  -24.8890
C  -14.8662  18.0343  -35.8278
H  -18.3516  13.1164  -32.4422
C  -22.6418  13.7232  -26.6614
H  -22.1495  16.8416  -34.0950
H  -16.9590  15.6468  -36.4429
O  -23.8265  20.0173  -35.8894
H  -19.0836  15.4466  -34.6230
H  -20.8264  21.3162  -33.0132
H  -25.1642  17.1455  -34.4064
O  -24.0206  18.8377  -28.6249
H  -22.5731  17.9632  -37.9502
F  -22.9488  15.1873  -31.7060
C  -23.0877  12.3521  -26.8316
H  -18.0955  17.8688  -29.2002

## Properties
* orbital gap: 6.35 eV
* calculated total energy: -7746.15647 a.u.
* largest force on an atom: 4.04 eV Å⁻¹
* total charge: -1
* ΔE to the lowest compared entry with this formula, charge and spin: 0.00 kJ/mol
* LUMO: 0.79 eV

Atomic partial charges in e from the Mulliken method, atoms 1 to 6: number 1, H, carries 0.129; number 2, H, carries 0.311; number 3, H, carries 0.532; number 4, C, carries -1.464; number 5, H, carries -0.400; number 6, F, carries -0.524

---

C18H18CrNO4 | the ωB97M-V functional and the def2-TZVPD basis

Cartesian coordinates (Å):
C  1.2404  1.6131  0.1362
H  -0.5692  2.7906  -7.4628
H  0.9764  -2.4650  -2.0944
C  1.2864  -1.9184  0.0861
H  0.3131  -1.9631  -4.6521
H  -1.7016  -2.3590  -1.4486
C  -1.3796  -0.7238  -3.9565
H  1.1766  2.1264  2.3521
H  -0.7477  1.6445  -5.2715
N  0.0693  0.1034  3.3897
H  -1.4538  2.1531  2.1242
C  -0.1159  -0.9637  -4.7290
H  1.2039  -0.7316  -9.2033
C  -0.8673  -2.1676  -0.7727
C  0.6935  -0.8582  -7.1073
C  -0.7868  1.9560  1.2954
H  0.6076  -2.0976  2.2173
Cr  0.0203  -0.2084  -0.5702
H  2.3193  1.6209  -0.0067
H  -1.8227  -1.5702  -3.4317
C  -1.0439  2.1090  -0.0738
H  1.0255  -1.8929  -7.0167
C  0.1387  -0.2109  -5.9675
H  2.3668  -1.8859  0.2029
H  -1.8866  -1.8298  1.2099
H  -2.0387  0.0564  -4.3335
C  0.6330  1.7088  1.4965
C  0.3402  1.1132  -8.4721
H  -1.9855  2.4431  -0.5021
C  0.5547  -2.2038  -1.1233
C  -0.9638  -1.9051  0.6371
O  0.7461  0.0766  2.2235
H  0.3698  2.3030  -1.8502
O  -0.1414  -0.2377  -3.3892
C  0.7898  -0.2074  -8.3386
C  -0.2087  1.7644  -7.3602
O  -0.1556  -1.0110  3.9077
H  0.3939  1.6165  -9.4401
C  -0.3105  1.1187  -6.1237
C  0.3574  -1.8815  1.1899
O  -0.2477  1.1979  3.8436
C  0.2255  2.0042  -0.8101

## Properties
* orbital gap (alpha / beta): 4.49 / 4.78 eV
* calculated total energy: -2096.60005 a.u.
* largest force on an atom: 3.19 eV Å⁻¹
* total charge: -1
* 2S+1: 5
* <S²>: 6.141
* LUMO (alpha / beta): 2.48 / 2.48 eV

Atomic partial charges in e from the natural (NBO) method, atoms 1 to 6: number 1, C, carries -0.491; number 2, H, carries 0.212; number 3, H, carries 0.215; number 4, C, carries -0.402; number 5, H, carries 0.201; number 6, H, carries 0.210

---

C5H13NO2 | the ωB97M-V functional and the def2-TZVPD basis

Cartesian coordinates (Å):
H  1.8170  2.6555  2.4116
H  -3.7574  -0.6916  0.6445
H  -0.8428  -2.6926  0.3663
H  2.3320  3.7479  -1.1117
O  1.3664  2.3536  1.6151
N  0.2861  -1.2731  -1.4988
H  1.6733  2.7238  -0.1645
H  -3.9897  -1.4507  2.3420
C  -1.0750  -1.6291  0.3697
H  1.2169  1.4195  1.8007
O  2.0651  2.8271  -1.0465
C  1.3775  -0.4245  -2.0221
H  2.3608  -0.7885  -1.7386
H  -1.3336  -1.6887  2.4291
H  -0.7598  0.3078  -0.4887
C  -3.2512  -1.1858  1.4886
H  1.2261  -0.4387  -3.1187
C  -0.5998  -0.7789  -0.5629
H  1.3202  0.6617  -1.6716
C  -1.9468  -1.4087  1.5793
H  0.5148  -2.2460  -1.6228

## Properties
* SMILES: C=C/C=C/NC.O.O
* orbital gap: 7.81 eV
* calculated total energy: -403.45402 a.u.
* largest force on an atom: 2.85 eV Å⁻¹
* total charge: 0
* ΔE to the lowest compared entry with this formula, charge and spin: 321.85 kJ/mol
* LUMO: 0.48 eV

Atomic partial charges in e from the natural (NBO) method, atoms 1 to 6: number 1, H, carries 0.482; number 2, H, carries 0.202; number 3, H, carries 0.194; number 4, H, carries 0.467; number 5, O, carries -0.950; number 6, N, carries -0.628

---

Cl2H2S2Si | the ωB97M-V functional and the def2-TZVPD basis

Cartesian coordinates (Å):
Si  2.1575  -0.0878  0.5311
S  -2.4936  -0.3446  -0.3212
Cl  1.7108  0.7993  -1.2657
H  -3.5177  -0.2936  -1.1037
Cl  1.9720  1.2410  2.0730
H  -1.7091  0.7486  -0.5663
S  1.8800  -2.0629  0.6529

## Properties
* SMILES: S=[Si](Cl)Cl.S
* orbital gap: 8.07 eV
* calculated total energy: -2007.53194 a.u.
* largest force on an atom: 2.62 eV Å⁻¹
* total charge: 0
* ΔE to the lowest compared entry with this formula, charge and spin: 28.49 kJ/mol
* LUMO: -1.58 eV

Atomic partial charges in e from the natural (NBO) method, atoms 1 to 6: number 1, Si, carries 1.197; number 2, S, carries -0.298; number 3, Cl, carries -0.331; number 4, H, carries 0.142; number 5, Cl, carries -0.313; number 6, H, carries 0.156

---

C2H4N2 | the ωB97M-V functional and the def2-TZVPD basis

Cartesian coordinates (Å):
C  -1.9854  -0.2503  -0.0797
N  1.1017  -0.4365  0.4728
H  1.7001  1.3596  -0.2965
N  -1.0997  0.4888  0.2466
H  2.9889  0.3062  -0.1108
H  -3.0709  -0.1983  -0.0423
C  1.9127  0.2757  -0.0537
H  -1.8636  -1.3121  -0.4267

## Properties
* orbital gap (alpha / beta): 9.21 / 9.01 eV
* calculated total energy: -187.93346 a.u.
* largest force on an atom: 4.48 eV Å⁻¹
* total charge: 0
* ΔE to the lowest compared entry with this formula, charge and spin: 485.33 kJ/mol
* LUMO (alpha / beta): 0.00 / -0.09 eV

Atomic partial charges in e from the natural (NBO) method, atoms 1 to 6: number 1, C, carries -0.214; number 2, N, carries -0.174; number 3, H, carries 0.192; number 4, N, carries -0.182; number 5, H, carries 0.204; number 6, H, carries 0.202

---

What is the formula in the third record?
C19H29ClN2O3PtSe